1.
Computed, not measured: C39H50B2F6N10O3STi as an isolated structure, with the ωB97M-V functional and the def2-TZVPD basis.

```
112
Properties=species:S:1:pos:R:3:forces:R:3
Ti -0.4955 -0.0796 0.4391 -0.16 0.45 -0.12
C -6.4152 -1.0600 -1.7278 -0.03 0.01 0.04
C -4.8867 -1.0161 -1.7791 0.01 0.01 -0.02
C -4.3877 -1.4809 -3.1482 -0.02 0.03 -0.03
C -4.3879 0.3589 -1.4399 0.05 -0.08 0.12
C -4.6723 1.5609 -2.1133 0.05 0.00 -0.09
C -4.0725 2.5278 -1.3438 0.04 0.11 -0.06
N -3.4756 1.9275 -0.2996 -0.09 -0.15 0.14
N -3.6587 0.5909 -0.3506 -0.06 0.01 -0.05
B -2.7587 2.6594 0.8313 0.07 -0.02 -0.07
N -3.0602 2.0883 2.2341 0.12 0.12 0.14
C -4.1043 2.4771 2.9916 -0.07 -0.10 -0.09
C -3.8813 2.0655 4.2853 -0.03 -0.03 -0.03
C -2.6282 1.4289 4.2358 0.02 0.07 -0.02
N -2.1477 1.4401 2.9972 0.04 0.09 -0.03
C -1.8071 0.9252 5.3918 -0.05 0.01 0.00
C -0.9770 2.0831 5.9580 0.02 0.01 -0.02
C -0.9058 -0.2392 5.0032 0.06 -0.05 0.00
N -1.1845 2.8170 0.6528 -0.08 0.07 0.26
C -0.6965 4.0608 0.5986 -0.10 -0.04 -0.09
C 0.6123 4.0708 1.0016 0.00 -0.05 0.08
C 0.8901 2.7490 1.3532 0.10 0.01 -0.03
N -0.1732 1.9662 1.0795 -0.20 0.20 0.19
C 2.1108 2.3901 2.1573 0.02 0.04 -0.04
C 3.3430 3.1569 1.6753 0.07 -0.01 -0.02
C 2.4109 0.9222 2.3407 -0.01 -0.11 0.02
H -6.7808 -2.0725 -1.9116 0.00 -0.01 0.00
H -6.7845 -0.7293 -0.7561 0.00 0.00 0.00
H -6.8453 -0.4059 -2.4894 0.01 0.01 0.00
H -4.5099 -1.6867 -1.0039 0.00 0.00 -0.03
H -4.7404 -0.7984 -3.9258 -0.02 -0.01 0.00
H -3.2993 -1.5029 -3.2022 -0.01 0.00 0.02
H -4.7699 -2.4769 -3.3854 0.00 0.00 0.01
H -5.2456 1.7023 -3.0141 -0.02 0.00 0.01
H -4.0338 3.5991 -1.4557 -0.02 -0.01 0.01
H -3.1697 3.7905 0.7855 0.03 0.01 -0.04
H -4.9250 3.0204 2.5520 0.01 0.03 0.02
H -4.5126 2.2191 5.1443 -0.01 0.00 0.00
H -2.5068 0.5953 6.1666 0.05 -0.02 0.03
H -0.3589 2.5155 5.1676 0.03 -0.02 0.01
H -1.6142 2.8754 6.3529 -0.01 0.00 -0.03
H -0.3209 1.7362 6.7585 -0.02 0.00 0.02
H -0.3246 0.0060 4.1131 0.02 0.02 0.00
H -0.2075 -0.4752 5.8078 -0.02 0.00 0.01
H -1.4745 -1.1442 4.7842 0.00 0.01 0.01
H -1.3410 4.8709 0.3044 0.00 0.01 0.03
H 1.2636 4.9210 1.0904 0.00 -0.01 0.01
H 1.8531 2.7691 3.1555 0.01 0.04 -0.02
H 3.4910 2.9971 0.6076 0.00 -0.01 0.05
H 3.2670 4.2286 1.8592 -0.02 -0.01 -0.02
H 4.2286 2.7946 2.1990 0.00 0.02 0.03
H 2.8837 0.4795 1.4663 -0.03 -0.01 -0.02
H 3.0864 0.7998 3.1868 0.05 -0.02 0.00
H 1.5104 0.3633 2.5731 -0.09 -0.08 0.05
N -0.4466 0.2724 -4.1158 -0.05 -0.04 -0.06
C -0.7250 -0.0273 -2.8370 0.03 -0.16 0.09
S -0.6793 1.2421 -1.6543 0.16 0.35 -0.35
N -1.0012 -1.2608 -2.5251 0.03 0.19 0.20
N -1.3051 -1.3501 -1.1886 0.24 -0.71 -0.02
C -1.9406 -2.4112 -0.8664 -0.24 0.03 -0.12
C -2.5637 -2.5187 0.4441 0.01 0.00 0.04
C -3.3660 -3.6072 0.7555 0.00 0.05 0.04
C -4.0067 -3.6238 1.9839 0.00 0.00 -0.02
C -3.8192 -2.5533 2.8392 -0.01 0.02 0.01
C -2.9942 -1.5066 2.4446 -0.01 0.05 -0.04
N -2.3758 -1.4832 1.2705 0.06 -0.14 -0.13
H -0.2715 1.2202 -4.3902 0.03 0.00 0.02
H -0.5223 -0.4506 -4.8101 0.00 0.02 -0.02
H -2.1259 -3.1691 -1.6228 -0.07 0.04 -0.01
H -3.4812 -4.4137 0.0434 0.00 0.00 0.00
H -4.6448 -4.4523 2.2614 0.00 0.00 0.00
H -4.3092 -2.5055 3.8017 0.00 -0.01 0.00
H -2.8341 -0.6465 3.0782 -0.03 -0.07 -0.05
C -0.0762 -3.8178 1.6946 0.06 -0.08 0.02
C 0.9482 -2.6824 1.6096 -0.32 0.08 -0.06
O 0.3257 -1.4526 1.3844 0.52 -0.31 0.21
C 1.9210 -3.0027 0.4568 0.08 -0.03 -0.01
F 1.2529 -3.0303 -0.7004 -0.01 -0.04 0.03
F 2.4909 -4.2124 0.6057 -0.01 0.03 0.01
F 2.9085 -2.1080 0.3599 -0.01 0.03 -0.03
C 1.7007 -2.6793 2.9624 -0.01 -0.01 0.05
F 2.2673 -3.8734 3.2070 -0.03 -0.05 0.01
F 0.8340 -2.4459 3.9585 -0.03 0.07 -0.02
F 2.6707 -1.7747 3.0462 0.06 0.16 -0.04
H 0.3911 -4.7303 2.0589 -0.01 0.00 -0.01
H -0.8740 -3.5266 2.3743 0.02 0.01 0.01
H -0.4894 -4.0162 0.7112 0.00 0.00 -0.01
C 5.3228 -1.5190 -5.5138 -0.01 -0.02 0.00
C 5.8605 -0.3197 -4.7312 -0.01 0.00 0.01
C 7.1666 -0.7360 -4.0405 0.02 0.00 -0.01
C 6.1556 0.8053 -5.7323 -0.01 0.00 -0.02
C 4.8716 0.1590 -3.6655 0.03 -0.01 0.00
C 5.1139 1.3592 -2.9931 0.03 -0.01 0.02
C 4.2850 1.8388 -1.9807 -0.02 -0.01 -0.01
C 3.1892 1.0714 -1.6589 0.05 0.02 0.00
O 2.2207 1.2930 -0.7151 -0.13 -0.12 0.04
B 1.3016 0.2244 -0.8579 -0.05 -0.04 -0.03
O 1.7949 -0.6830 -1.8085 -0.06 0.15 -0.09
C 2.9342 -0.1154 -2.3164 0.00 -0.07 0.00
C 3.7501 -0.5998 -3.3134 -0.02 0.04 0.00
H 6.0306 -1.7874 -6.2999 0.01 0.00 0.00
H 4.3645 -1.2943 -5.9866 0.01 0.01 -0.01
H 5.1938 -2.3958 -4.8773 0.00 0.00 0.01
H 7.8882 -1.1016 -4.7751 0.00 0.01 0.00
H 6.9841 -1.5296 -3.3139 -0.01 0.00 0.00
H 7.6159 0.1058 -3.5114 0.00 0.00 0.00
H 6.7994 0.4331 -6.5321 0.01 0.00 0.01
H 6.6677 1.6456 -5.2640 -0.01 0.01 0.01
H 5.2343 1.1802 -6.1818 -0.01 -0.01 -0.01
H 5.9844 1.9456 -3.2562 0.00 0.01 0.00
H 4.4925 2.7730 -1.4769 0.01 0.00 -0.01
H 3.5100 -1.5372 -3.7932 -0.01 0.00 0.00
```
Forces are in eV/Å.

LUMO energy in eV: -0.8
Total energy in a.u.: -4186.2382
Frontier orbital gap in eV: 6.881

Atom charges from the Mulliken analysis, given in e for atoms 1 to 6: atom 1 (Ti): -0.10, atom 2 (C): -1.75, atom 3 (C): 1.85, atom 4 (C): -1.46, atom 5 (C): 0.15, atom 6 (C): -1.19

2.
Computed, not measured: C39H50BrCsGeN6O7S as an isolated structure in a non-equilibrium geometry, with the ωB97M-V functional and the def2-TZVPD basis.

```
106
Properties=species:S:1:pos:R:3:forces:R:3
Cs 1.0039 0.0801 -0.5093 0.82 1.33 -1.12
N 5.5002 -2.4851 -2.7466 0.06 -0.13 0.01
C 4.2973 -2.9473 -2.1744 -0.33 0.02 -0.13
S 3.4711 -4.2126 -3.0416 0.09 0.11 0.07
N 3.9601 -2.2959 -1.1056 0.15 -0.16 0.22
N 2.7842 -2.5731 -0.4314 0.01 0.26 -0.29
C 2.5802 -3.7340 0.0456 -0.25 0.09 0.22
C 1.3765 -4.0617 0.8373 0.22 -0.04 -0.11
C 1.1683 -5.3974 1.1666 -0.03 -0.05 0.01
C 0.0660 -5.8390 1.8930 0.02 0.08 -0.03
C -0.8715 -4.8874 2.3010 0.06 0.07 -0.04
C -0.6913 -3.5481 2.0092 -0.01 -0.13 -0.01
C 0.4398 -3.0609 1.2821 0.04 0.15 -0.08
O 0.6013 -1.8146 1.0613 -0.59 -1.41 1.12
H 5.5004 -2.6477 -3.7421 0.00 0.02 -0.01
H 5.6743 -1.5207 -2.4941 -0.01 0.01 -0.02
H 3.3019 -4.5378 -0.1202 0.02 -0.03 0.03
H 1.9020 -6.1184 0.8142 -0.01 -0.01 0.01
H -0.0682 -6.8903 2.1155 0.00 -0.01 0.00
H -1.7526 -5.1999 2.8559 0.00 0.00 0.00
H -1.4104 -2.8046 2.3441 0.01 -0.02 0.01
C -1.2665 2.8138 -5.2587 -0.03 0.04 -0.05
C -1.0249 1.5969 -4.3574 0.15 0.07 0.10
C -2.1077 1.5488 -3.2748 -0.03 -0.04 0.02
C -1.0848 0.3377 -5.2195 -0.02 -0.07 -0.04
O 0.2505 1.6120 -3.7579 -0.28 -0.12 -0.05
Ge 1.1018 3.1612 -3.1422 0.13 0.30 -0.23
O 2.5382 2.2006 -2.4428 0.12 -0.03 0.11
C 3.6876 1.8085 -3.1681 -0.19 -0.10 0.12
C 4.2001 2.9300 -4.0754 0.03 0.04 -0.05
C 4.7570 1.4678 -2.1326 0.04 -0.01 0.05
C 3.3721 0.5619 -3.9987 0.02 -0.02 -0.05
O 0.1334 3.1737 -1.5304 0.07 0.05 0.17
C 0.2655 4.1627 -0.5325 -0.05 -0.17 -0.06
C -1.0107 4.0855 0.3059 -0.04 0.00 0.07
C 0.3867 5.5734 -1.1190 -0.01 0.07 0.00
C 1.4780 3.8684 0.3546 -0.04 0.01 -0.07
H -2.2228 2.7133 -5.7837 0.02 -0.01 0.01
H -0.4649 2.8982 -5.9962 -0.01 0.00 0.01
H -1.2871 3.7393 -4.6798 0.01 -0.02 0.01
H -3.1083 1.4560 -3.7131 0.01 0.01 0.00
H -2.0628 2.4488 -2.6594 0.03 -0.01 -0.02
H -1.9281 0.6973 -2.6163 -0.02 0.01 -0.02
H -2.0813 0.1931 -5.6503 0.01 -0.01 0.00
H -0.8252 -0.5337 -4.6177 -0.01 0.02 0.00
H -0.3557 0.4082 -6.0299 0.00 0.00 0.01
H 4.3384 3.8464 -3.4951 0.00 -0.02 -0.01
H 3.4932 3.1463 -4.8795 0.00 -0.01 0.03
H 5.1574 2.6449 -4.5228 -0.01 0.01 0.00
H 4.9675 2.3426 -1.5111 0.00 -0.02 -0.02
H 5.6849 1.1478 -2.6194 -0.01 0.00 0.02
H 4.4090 0.6573 -1.4878 0.02 0.01 -0.02
H 2.5351 0.7615 -4.6700 0.01 0.00 0.01
H 3.0922 -0.2673 -3.3447 0.00 0.01 -0.01
H 4.2401 0.2457 -4.5872 0.00 0.01 0.01
H -1.8789 4.3086 -0.3195 0.01 0.00 0.00
H -0.9850 4.7901 1.1439 -0.01 -0.01 -0.01
H -1.1296 3.0736 0.7001 0.01 0.01 -0.01
H -0.4357 5.7634 -1.8134 0.00 0.00 0.01
H 1.3210 5.6986 -1.6691 -0.01 -0.03 0.01
H 0.3544 6.3186 -0.3170 0.00 0.00 -0.01
H 1.3787 2.8875 0.8205 0.05 0.01 0.05
H 1.5718 4.6140 1.1515 0.03 0.00 -0.02
H 2.3887 3.8626 -0.2479 -0.02 -0.01 0.02
C -1.3284 -2.1989 -2.3321 0.02 0.00 0.12
O -1.5485 -1.2779 -1.2623 -0.12 -0.13 0.00
C -2.6501 -1.4427 -0.5145 0.07 0.11 -0.01
C -3.7211 -2.2260 -0.8852 -0.09 -0.13 0.06
C -4.8072 -2.3672 -0.0186 0.08 0.02 -0.04
Br -6.2720 -3.4558 -0.5508 -0.01 0.00 -0.01
C -4.8311 -1.7566 1.2015 -0.07 -0.05 0.01
C -3.7558 -0.9345 1.5813 -0.02 -0.03 0.31
C -2.6769 -0.7369 0.7200 0.03 0.07 -0.08
O -1.6648 0.0810 0.9890 -0.17 -0.03 -0.05
C -3.7131 -0.3551 2.9261 0.02 -0.12 -0.35
N -2.7809 0.4552 3.3638 0.03 0.09 0.19
C -3.0870 0.7024 4.6948 0.14 0.01 -0.20
C -2.4205 1.4803 5.6356 0.04 0.04 0.03
C -2.9437 1.5363 6.9142 -0.08 -0.05 0.00
C -4.1098 0.8340 7.2564 0.07 0.06 0.02
C -4.7833 0.0578 6.3303 0.01 0.00 -0.08
C -4.2481 0.0096 5.0486 -0.13 -0.12 -0.03
N -4.6327 -0.6512 3.8960 -0.05 0.06 0.17
H -2.0154 -2.0017 -3.1579 -0.01 0.01 -0.01
H -1.4400 -3.2238 -1.9740 0.02 -0.01 0.01
H -0.3039 -2.0533 -2.6669 0.00 0.05 0.04
H -3.7143 -2.7476 -1.8296 0.00 0.00 0.00
H -5.6815 -1.9090 1.8519 0.01 0.02 0.00
H -1.7467 0.3977 1.9173 -0.01 0.04 -0.05
H -1.5198 2.0172 5.3673 -0.01 -0.01 -0.01
H -2.4433 2.1302 7.6677 -0.01 0.00 0.01
H -4.4887 0.8988 8.2684 0.00 0.00 0.00
H -5.6803 -0.4869 6.5965 0.00 0.00 0.00
H -5.3972 -1.2928 3.8014 0.01 -0.02 0.00
O 2.3089 1.0572 2.3517 -0.15 -0.28 0.09
N 1.9873 -0.0283 2.9853 0.15 0.25 -0.08
C 0.8480 -0.0763 3.7080 0.03 -0.02 0.04
C 0.4936 -1.2061 4.4103 -0.04 0.04 -0.02
C 1.3072 -2.3265 4.3753 0.00 -0.01 -0.01
C 2.4569 -2.2715 3.6053 0.00 -0.02 -0.06
C 2.7699 -1.1275 2.9064 0.03 0.03 0.01
H 0.2647 0.8305 3.6622 -0.01 0.00 0.01
H -0.4428 -1.2003 4.9536 0.01 -0.01 0.00
H 1.0238 -3.2382 4.8822 0.00 0.00 0.00
H 3.0962 -3.1346 3.4842 -0.01 0.00 0.01
H 3.6158 -1.0299 2.2432 -0.02 0.02 -0.03
```
Forces are in eV/Å.

LUMO energy in eV: 3.2
Total energy in a.u.: -7440.7160
Net charge: -2
Frontier orbital gap in eV: 4.622

Atom charges from the Mulliken analysis, given in e for atoms 1 to 6: atom 1 (Cs): 0.01, atom 2 (N): -0.60, atom 3 (C): 0.18, atom 4 (S): -0.58, atom 5 (N): -1.23, atom 6 (N): 1.00

Question: Which value of LUMO energy does entry 1 give?
Answer: -0.8 eV